Record 1
C35H30BrClN3O2PPd | ωB97M-V/def2-TZVPD

```
74
Properties=species:S:1:pos:R:3:forces:R:3
Pd 0.097204 -0.391564 0.206615 -0.04 -0.01 -0.01
Cl 2.472830 -0.712729 0.148619 0.02 0.01 0.00
C 3.077549 -0.039768 1.665375 -0.01 0.01 -0.01
C 4.392798 0.348895 1.703064 -0.01 0.00 -0.01
C 4.882763 0.906683 2.889330 0.01 0.00 0.00
C 4.056460 1.085066 3.988740 0.00 0.00 0.01
C 2.725304 0.698694 3.931735 -0.01 0.00 -0.01
C 2.216857 0.108391 2.761215 0.00 -0.01 -0.02
P 0.603745 -0.592641 2.839063 -0.02 0.01 0.11
C -0.541610 0.325484 3.739928 0.00 0.03 -0.03
C -0.445202 1.741258 3.733687 0.01 0.00 0.01
C -1.269280 2.478755 4.549417 -0.01 0.00 0.00
C -2.199939 1.830278 5.368174 0.00 0.00 0.00
C -2.304120 0.438172 5.383092 -0.01 0.01 0.00
C -1.488839 -0.321068 4.575474 0.01 -0.02 0.00
C 0.528687 -2.321375 2.903248 -0.01 0.00 -0.01
C 1.730545 -3.028903 3.132283 0.01 -0.01 0.01
C 1.677515 -4.394318 3.332902 0.01 0.00 0.00
C 0.452511 -5.057230 3.283039 -0.01 0.00 0.00
C -0.734862 -4.365411 3.019464 0.00 0.00 0.00
C -0.706300 -3.003155 2.824046 0.00 0.00 0.00
H 5.034951 0.236893 0.838406 0.00 0.00 0.00
H 5.921005 1.211273 2.935787 0.00 0.00 0.00
H 4.447739 1.521924 4.898033 0.00 0.00 0.00
H 2.091587 0.821932 4.800967 0.00 0.00 0.00
H 0.285602 2.238723 3.108100 0.00 0.00 0.01
H -1.195620 3.557861 4.568356 0.01 0.00 0.00
H -2.840588 2.417869 6.014666 0.00 0.00 0.00
H -3.005857 -0.044748 6.049913 0.00 0.00 0.00
H -1.534034 -1.399199 4.632963 0.00 0.00 0.01
H 2.678819 -2.510379 3.198312 0.00 0.00 0.00
H 2.584967 -4.944257 3.544815 0.00 0.00 0.00
H 0.419069 -6.126976 3.450304 0.00 0.00 0.00
H -1.672960 -4.902790 2.977325 0.00 0.00 0.00
H -1.621685 -2.463214 2.612917 0.00 0.00 0.00
O -6.174491 2.031707 1.125584 0.00 0.00 -0.01
C -6.048587 0.687724 0.755474 0.00 0.00 0.01
C -4.588219 0.374562 0.636568 0.00 0.01 0.00
C -4.133671 -0.926189 0.418362 0.00 -0.01 0.00
C -2.784472 -1.164794 0.296389 0.00 0.00 0.00
N -1.880064 -0.170823 0.377829 -0.01 -0.01 0.00
C -2.298469 1.101173 0.595784 0.01 0.01 0.00
C -3.638123 1.391731 0.732684 0.00 0.00 0.00
C -1.225972 2.109639 0.631292 0.02 -0.01 -0.01
C -1.448200 3.468426 0.690725 -0.02 0.00 0.00
C -0.371939 4.354521 0.639959 0.01 -0.02 0.03
C -0.604784 5.833699 0.677984 0.02 0.02 -0.04
O -1.949470 6.053010 0.996676 -0.02 -0.01 0.00
C 0.911145 3.818306 0.528945 0.00 -0.01 0.00
C 1.073074 2.452349 0.485272 -0.01 0.00 0.00
N 0.030088 1.606044 0.552872 0.04 0.03 0.00
H -7.098121 2.307553 1.085968 0.00 0.00 0.00
H -6.517255 0.469766 -0.213508 0.00 0.00 0.00
H -6.495434 0.004854 1.489128 0.00 0.00 0.00
H -4.824297 -1.756116 0.336446 0.00 0.00 0.00
H -2.403753 -2.160212 0.119887 0.00 0.01 0.01
H -3.978976 2.403377 0.900859 0.00 0.00 0.00
H -2.447998 3.875062 0.749339 0.00 0.00 0.00
H -0.331087 6.233974 -0.307932 -0.01 0.02 0.01
H 0.080422 6.283464 1.407392 0.00 -0.01 0.00
H -2.177957 6.982639 0.876535 0.00 0.00 0.01
H 1.783831 4.456049 0.465000 0.00 0.00 0.00
H 2.057135 2.017820 0.384871 0.00 0.00 0.01
Br -0.041335 -5.921441 -3.489217 0.00 -0.01 -0.01
C -0.038810 -4.447249 -2.378475 -0.01 0.01 0.01
C 0.566582 -4.498666 -1.121128 0.00 0.00 0.01
C 0.557312 -3.379904 -0.322182 0.00 0.00 -0.01
N -0.029378 -2.228499 -0.700477 -0.01 -0.01 -0.04
C -0.611785 -2.175338 -1.921938 0.01 -0.02 0.00
C -0.637506 -3.250053 -2.777096 0.00 0.00 0.00
H 1.051868 -5.401966 -0.778248 0.00 0.00 0.00
H 1.041325 -3.391287 0.644049 0.00 0.00 -0.01
H -1.067149 -1.236926 -2.216329 0.00 0.00 0.01
H -1.111297 -3.157111 -3.744715 0.00 0.00 0.00
```
Positions in Å, forces in eV/Å.

## Properties
2S+1 ... 1
Charge ... +4

=====

Record 2
C5H14 | ωB97M-V/def2-TZVPD

```
19
Properties=species:S:1:pos:R:3:forces:R:3
C -0.524984 -0.317627 1.556590 1.36 0.75 -0.29
C 1.076893 -0.024451 1.565486 -2.76 0.28 -0.03
C 1.232056 1.450297 1.984742 -0.89 -0.28 0.53
H -0.966023 -0.952685 2.307736 0.45 -1.03 0.04
H -1.091954 0.596144 1.784991 0.32 0.12 -0.76
H -0.629009 -0.645267 0.517330 -1.20 -0.18 0.62
H 1.609132 -0.739576 2.198027 0.06 0.17 -0.31
H 1.227741 -0.168951 0.477990 1.13 0.07 0.83
H 2.136231 1.660587 2.557117 0.20 0.29 -0.61
H 1.012254 2.083156 1.120232 0.78 0.16 0.07
H 0.389592 1.724382 2.654184 0.56 -0.32 0.00
C -1.083818 -1.176856 -2.093728 0.98 -0.01 0.32
C -0.545030 0.036600 -2.820250 -0.07 1.31 -0.85
H -1.367740 -1.975689 -2.755037 -0.48 -0.16 -0.39
H -0.282227 -1.621884 -1.485468 -0.39 0.16 0.13
H -1.911410 -0.863435 -1.475036 -0.21 -0.37 0.31
H 0.394677 0.430989 -2.440853 0.13 -0.21 0.29
H -1.227002 0.903386 -2.785824 0.03 -0.40 0.13
H -0.373942 -0.100967 -3.888616 0.01 -0.34 -0.01
```
Positions in Å, forces in eV/Å.

## Properties
2S+1 ... 1
Charge ... 0
Structure (SMILES) ... CCC.CC

=====

Record 3
C40H58FFeN4O6 | ωB97M-V/def2-TZVPD

```
110
Properties=species:S:1:pos:R:3:forces:R:3
Fe -0.721867 1.786174 0.208243 -0.91 -1.06 0.81
C -2.274770 3.942156 0.988196 1.07 0.27 1.84
N -2.554146 2.961580 -0.010920 -0.87 -0.44 -0.16
C -2.612654 3.615995 -1.301602 1.14 0.29 -2.42
C -3.762594 2.154509 0.284503 0.89 -1.73 -0.76
C -3.502912 0.636055 -0.217797 -0.21 1.98 1.03
N -2.286940 0.136668 0.489243 -1.14 0.58 0.34
C -1.772634 -1.079660 -0.101826 0.28 0.16 -0.90
C -1.451477 -0.965094 -1.559080 0.06 0.73 -1.43
C -1.513641 -2.150742 -2.263582 -0.20 -1.39 0.53
C -1.292393 -2.246493 -3.619358 0.48 1.29 0.96
C -0.977358 -1.039032 -4.255765 0.50 -0.69 0.48
C -0.771468 0.189804 -3.600335 -0.16 -0.54 -1.60
C -1.085752 0.242272 -2.258981 0.25 -1.36 2.11
O -0.954020 1.374235 -1.567783 -0.18 -0.25 -0.66
C -0.459686 1.466993 -4.405526 0.23 0.22 -0.36
C 0.038760 1.139933 -5.814248 2.82 1.41 -0.70
C -1.831428 2.145115 -4.576833 0.04 0.26 1.85
C 0.615823 2.399286 -3.785465 0.28 1.33 0.36
C -1.365323 -3.544369 -4.371577 0.21 -0.63 0.37
C -0.007519 -3.965676 -4.957380 -1.33 -0.92 -1.84
C -1.890924 -4.747415 -3.528193 -0.80 -0.63 -1.57
C -2.326688 -3.260537 -5.508960 -1.67 -0.38 -0.71
C -2.653602 -0.123141 1.903847 0.66 -1.56 0.41
C -1.389841 -0.411832 2.779878 -0.40 1.77 -1.00
C -1.190943 -1.597765 3.386601 -1.29 -1.93 -0.92
C -0.043593 -1.954419 4.059164 0.49 -0.14 2.13
C 0.802384 -0.898191 4.375919 -0.86 0.98 -1.61
C 0.627548 0.406921 3.786959 1.46 -1.03 0.67
C -0.380021 0.602144 2.869215 -2.34 -0.76 -0.23
O -0.652443 1.676617 2.126445 0.79 0.82 -0.28
C 1.629130 1.474709 4.201880 0.42 0.65 1.38
C 1.145910 2.108760 5.584286 -0.22 -0.12 -1.72
C 1.824594 2.554891 3.150602 0.60 -0.49 0.01
C 3.053973 0.977976 4.508129 -0.06 -0.81 0.10
C 0.167335 -3.436598 4.506674 0.84 0.16 0.10
C -1.138438 -4.171281 4.840788 -1.58 3.06 0.36
C 1.174637 -3.556205 5.750985 -1.22 1.63 -1.28
C 0.859796 -4.066063 3.265713 -1.39 0.45 -0.28
H -2.985340 4.760800 0.971336 -0.03 0.31 0.21
H -2.126998 3.485455 1.986802 -0.90 0.07 -0.37
H -1.244162 4.245405 0.840674 -0.03 0.99 -0.42
H -3.130411 4.587950 -1.368964 -0.43 -0.40 0.72
H -1.572501 3.896366 -1.647568 -0.95 -0.58 0.43
H -3.031093 2.951145 -2.099417 0.32 0.53 1.06
H -3.906010 2.189847 1.356344 -0.06 -0.11 0.13
H -4.670110 2.545810 -0.167313 -0.01 0.19 -0.30
H -4.433834 0.065608 -0.026287 0.58 -0.13 0.10
H -3.314524 0.648236 -1.285670 -0.01 -0.02 -0.07
H -0.860160 -1.387327 0.383818 0.26 0.00 0.70
H -2.495693 -1.887012 -0.012909 -0.21 -0.24 0.29
H -1.724055 -3.109047 -1.735336 0.04 0.97 -0.11
H -0.808267 -1.220978 -5.294763 0.40 0.93 -0.59
H -0.689106 0.697312 -6.442767 -0.66 -1.09 -0.42
H 0.269690 2.107717 -6.419093 -0.25 -1.28 1.34
H 1.050910 0.568729 -5.788418 -1.86 0.68 -0.14
H -2.479056 1.447790 -5.089026 -0.27 0.10 -0.46
H -2.305508 2.319548 -3.564297 0.68 -0.13 -1.28
H -1.709332 3.101241 -5.073276 -0.26 0.14 -0.31
H 1.579954 1.912897 -3.624283 -0.16 -0.40 -0.01
H 0.910227 3.320703 -4.396231 -0.87 -1.29 0.24
H 0.311350 2.810903 -2.809332 -0.01 -0.29 -0.36
H 0.736208 -4.260098 -4.266384 0.64 -0.16 1.01
H -0.214629 -4.842777 -5.636666 0.28 0.56 0.74
H 0.402210 -3.235642 -5.633570 0.22 0.63 -0.10
H -1.232985 -5.214288 -2.830560 0.93 0.39 0.81
H -2.823221 -4.513526 -3.020619 -0.13 0.05 0.02
H -2.091518 -5.645129 -4.186748 -0.06 1.16 0.17
H -2.101987 -2.275869 -5.999649 -0.25 -1.33 0.09
H -2.302215 -4.130042 -6.211986 -0.09 0.89 0.15
H -3.401564 -3.185479 -5.126312 1.37 -0.05 -0.38
H -3.281547 0.704727 2.246473 0.53 -0.23 0.27
H -3.306057 -1.057240 1.884158 0.61 0.94 0.30
H -1.948462 -2.364872 3.190638 0.17 0.12 0.23
H 1.682756 -0.988647 4.962334 0.33 -0.44 0.46
H 0.121443 2.422739 5.543011 -0.84 -0.11 -0.23
H 1.263021 1.509084 6.464199 0.22 -0.75 0.24
H 1.659735 3.020570 5.739953 0.98 0.98 0.24
H 0.993112 3.204400 3.125416 -0.88 0.81 -0.40
H 2.734492 3.129738 3.359992 -0.18 0.03 0.10
H 1.957944 2.048029 2.194869 -0.10 0.21 -0.07
H 2.966975 0.328498 5.390257 0.71 0.14 -0.22
H 3.567703 0.439819 3.687195 -0.53 0.06 0.25
H 3.695748 1.838250 4.730383 -0.22 -0.17 0.27
H -1.784325 -3.587497 5.606677 1.04 -0.75 -1.25
H -1.794904 -4.452758 4.016685 0.14 0.51 -0.38
H -0.945683 -5.070273 5.279792 0.90 -2.57 1.43
H 0.628331 -3.309744 6.685256 0.55 0.22 -0.49
H 1.523042 -4.557589 5.842750 0.32 -0.87 -0.06
H 2.040285 -2.877971 5.532752 -0.71 -0.68 0.64
H 0.169027 -3.960247 2.374433 1.01 0.19 0.76
H 1.787359 -3.524350 3.171119 0.33 0.12 -0.68
H 1.077703 -5.115879 3.329827 0.09 -0.63 0.44
F 6.081834 0.758823 2.055836 1.02 0.02 2.70
C 5.561610 1.003088 0.908615 -2.40 1.66 -1.14
C 4.596486 1.952757 0.703185 1.26 -1.43 0.38
N 4.016345 2.207721 -0.510455 0.53 -0.39 0.29
C 2.940104 3.166301 -0.524919 -1.11 -0.30 -0.70
C 1.543131 2.499564 -0.216626 1.12 0.70 0.72
O 0.549867 3.280246 -0.049275 0.46 0.84 -0.44
O 1.398404 1.271670 -0.083393 0.44 0.05 -0.16
C 4.332371 1.366875 -1.612013 -0.34 0.61 3.28
O 3.905954 1.526262 -2.695521 -0.91 0.48 -2.57
N 5.114875 0.315879 -1.231225 1.11 -0.87 -1.05
C 5.938830 0.122707 -0.124936 0.68 -0.33 -1.18
O 6.855950 -0.677269 -0.145833 -0.68 0.20 0.16
H 4.225044 2.518660 1.527709 -0.03 0.41 0.41
H 2.828266 3.504425 -1.543831 -0.02 0.15 -0.51
H 3.163770 4.097042 0.047863 -0.31 -1.03 0.00
H 5.458425 -0.228104 -2.006991 -0.21 -0.16 -0.33
```
Positions in Å, forces in eV/Å.

## Properties
2S+1 ... 6
Charge ... 0

=====

Computed E_tot, in the same sequence as the records: -140641.6628; -5411.0137; -97772.0492 eV.